{
  "formula": "C90H188HgN10O10",
  "method": "ωB97M-V/def2-TZVPD",
  "fmax_ha_per_bohr": 0.116,
  "e_lumo_ev": -0.03,
  "e_tot_ev": -135909.04016,
  "orbital_gap_ev": 6.440,
  "symbols": ["Hg", "C", "C", "C", "C", "C", "C", "N", "O", "C", "C", "C", "H", "H", "H", "H", "H", "H", "H", "H", "H", "H", "H", "H", "H", "H", "H", "H", "H", "H", "C", "C", "C", "C", "C", "C", "N", "O", "C", "C", "C", "H", "H", "H", "H", "H", "H", "H", "H", "H", "H", "H", "H", "H", "H", "H", "H", "H", "H", "C", "C", "C", "C", "C", "C", "N", "O", "C", "C", "C", "H", "H", "H", "H", "H", "H", "H", "H", "H", "H", "H", "H", "H", "H", "H", "H", "H", "H", "H", "C", "C", "C", "C", "C", "C", "N", "O", "C", "C", "C", "H", "H", "H", "H", "H", "H", "H", "H", "H", "H", "H", "H", "H", "H", "H", "H", "H", "H", "H", "C", "C", "C", "C", "C", "C", "N", "O", "C", "C", "C", "H", "H", "H", "H", "H", "H", "H", "H", "H", "H", "H", "H", "H", "H", "H", "H", "H", "H", "H", "C", "C", "C", "C", "C", "C", "N", "O", "C", "C", "C", "H", "H", "H", "H", "H", "H", "H", "H", "H", "H", "H", "H", "H", "H", "H", "H", "H", "H", "H", "C", "C", "C", "C", "C", "C", "N", "O", "C", "C", "C", "H", "H", "H", "H", "H", "H", "H", "H", "H", "H", "H", "H", "H", "H", "H", "H", "H", "H", "H", "C", "C", "C", "C", "C", "C", "N", "O", "C", "C", "C", "H", "H", "H", "H", "H", "H", "H", "H", "H", "H", "H", "H", "H", "H", "H", "H", "H", "H", "H", "C", "C", "C", "C", "C", "C", "N", "O", "C", "C", "C", "H", "H", "H", "H", "H", "H", "H", "H", "H", "H", "H", "H", "H", "H", "H", "H", "H", "H", "H", "C", "C", "C", "C", "C", "C", "N", "O", "C", "C", "C", "H", "H", "H", "H", "H", "H", "H", "H", "H", "H", "H", "H", "H", "H", "H", "H", "H", "H", "H"],
  "coordinates": [[-22.55, -20.87, -25.59], [-24.37, -21.37, -20.62], [-23.13, -22.12, -21.20], [-22.79, -23.25, -20.09], [-23.62, -24.53, -20.13], [-23.61, -25.03, -21.60], [-24.03, -23.97, -22.73], [-23.25, -22.72, -22.55], [-23.45, -21.75, -23.65], [-25.60, -23.87, -22.76], [-23.64, -24.75, -23.99], [-21.90, -21.09, -21.13], [-24.82, -20.61, -21.26], [-24.15, -20.88, -19.67], [-25.19, -22.04, -20.36], [-23.17, -22.94, -19.11], [-21.76, -23.53, -19.88], [-24.66, -24.23, -19.96], [-23.33, -25.21, -19.33], [-24.09, -26.01, -21.65], [-22.58, -25.29, -21.82], [-25.90, -22.93, -23.23], [-25.96, -23.96, -21.73], [-26.06, -24.62, -23.40], [-24.05, -25.76, -23.96], [-22.55, -24.73, -24.08], [-23.95, -24.33, -24.95], [-22.12, -20.34, -21.88], [-20.95, -21.55, -21.39], [-21.78, -20.70, -20.12], [-19.72, -17.21, -27.63], [-19.74, -17.01, -26.03], [-19.94, -15.53, -25.86], [-20.18, -15.07, -24.43], [-21.36, -15.77, -23.83], [-21.18, -17.34, -23.97], [-20.89, -17.72, -25.34], [-20.90, -19.15, -25.63], [-22.63, -17.83, -23.66], [-20.26, -17.90, -22.88], [-18.35, -17.38, -25.53], [-19.02, -16.53, -28.12], [-20.69, -17.17, -28.14], [-19.37, -18.19, -27.94], [-20.63, -15.26, -26.65], [-18.96, -15.08, -26.06], [-20.32, -13.99, -24.46], [-19.41, -15.21, -23.68], [-22.28, -15.47, -24.35], [-21.48, -15.47, -22.79], [-22.49, -18.91, -23.64], [-23.25, -17.57, -24.52], [-23.02, -17.44, -22.72], [-19.55, -18.69, -23.14], [-20.81, -18.36, -22.07], [-19.69, -17.13, -22.36], [-18.25, -18.46, -25.35], [-18.29, -16.90, -24.55], [-17.53, -17.04, -26.16], [-30.84, -23.92, -17.88], [-30.96, -24.23, -19.46], [-29.55, -24.09, -19.95], [-29.31, -24.58, -21.35], [-29.88, -26.04, -21.56], [-31.31, -26.20, -21.12], [-31.46, -25.58, -19.68], [-32.64, -25.79, -19.16], [-32.32, -25.52, -22.13], [-31.62, -27.70, -20.96], [-31.84, -23.07, -20.08], [-31.76, -23.99, -17.30], [-30.48, -22.91, -17.65], [-30.18, -24.61, -17.36], [-29.29, -23.03, -19.98], [-28.87, -24.60, -19.27], [-28.24, -24.51, -21.58], [-29.80, -23.95, -22.09], [-29.28, -26.64, -20.86], [-29.76, -26.39, -22.58], [-31.79, -24.75, -22.69], [-32.57, -26.18, -22.96], [-33.29, -25.14, -21.82], [-32.68, -27.88, -21.09], [-31.26, -28.19, -21.87], [-31.45, -27.98, -19.92], [-31.34, -22.16, -19.72], [-32.88, -23.16, -19.75], [-31.75, -23.04, -21.16], [-32.46, -26.59, -18.65], [-22.80, -28.76, -25.13], [-22.51, -28.63, -26.65], [-23.45, -29.66, -27.34], [-23.65, -29.71, -28.82], [-24.14, -28.32, -29.26], [-23.26, -27.18, -28.61], [-23.06, -27.35, -27.15], [-22.54, -26.20, -26.45], [-21.92, -26.96, -29.34], [-24.07, -25.87, -28.77], [-21.01, -28.85, -26.86], [-22.48, -29.77, -24.90], [-23.84, -28.64, -24.82], [-22.28, -28.09, -24.45], [-22.93, -30.57, -27.03], [-24.41, -29.77, -26.85], [-24.31, -30.49, -29.20], [-22.71, -29.97, -29.30], [-25.14, -28.29, -28.81], [-24.33, -28.23, -30.33], [-21.26, -27.82, -29.40], [-22.05, -26.64, -30.38], [-21.38, -26.14, -28.87], [-23.48, -24.97, -28.61], [-24.47, -25.71, -29.77], [-24.82, -25.67, -28.01], [-20.44, -29.42, -26.12], [-20.57, -27.87, -26.98], [-20.75, -29.38, -27.78], [-23.07, -26.34, -25.67], [-29.31, -21.55, -22.59], [-29.15, -20.07, -22.94], [-29.93, -19.25, -21.84], [-29.65, -17.75, -21.79], [-28.17, -17.55, -21.65], [-27.38, -18.15, -22.78], [-27.76, -19.57, -22.99], [-26.92, -20.42, -23.78], [-27.63, -17.38, -24.10], [-26.02, -18.08, -22.16], [-29.78, -19.89, -24.29], [-30.34, -21.79, -22.35], [-28.69, -21.91, -21.77], [-29.00, -22.16, -23.44], [-31.01, -19.38, -21.95], [-29.88, -19.77, -20.88], [-30.19, -17.25, -20.97], [-30.01, -17.32, -22.72], [-27.91, -17.92, -20.67], [-27.88, -16.50, -21.60], [-26.88, -16.60, -24.21], [-27.51, -18.01, -24.99], [-28.54, -16.80, -24.22], [-25.81, -17.04, -21.89], [-25.89, -18.63, -21.22], [-25.22, -18.43, -22.81], [-29.48, -20.66, -25.00], [-29.66, -18.89, -24.72], [-30.86, -20.02, -24.23], [-26.20, -20.62, -23.18], [-19.22, -20.69, -13.58], [-19.86, -21.68, -14.57], [-20.40, -20.83, -15.78], [-20.83, -21.44, -17.18], [-19.59, -22.38, -17.42], [-19.08, -23.35, -16.37], [-18.91, -22.67, -15.06], [-18.54, -23.53, -14.05], [-20.18, -24.53, -16.39], [-17.79, -23.97, -16.90], [-21.02, -22.39, -13.77], [-19.96, -20.26, -12.91], [-18.69, -19.88, -14.08], [-18.44, -21.14, -12.96], [-21.09, -20.06, -15.45], [-19.60, -20.12, -15.97], [-21.04, -20.68, -17.94], [-21.70, -22.07, -17.05], [-18.74, -21.73, -17.64], [-19.70, -22.89, -18.38], [-20.23, -25.14, -17.29], [-19.94, -25.30, -15.66], [-21.24, -24.39, -16.17], [-17.04, -23.25, -17.19], [-17.42, -24.51, -16.03], [-17.96, -24.70, -17.70], [-20.67, -22.91, -12.87], [-21.63, -23.01, -14.43], [-21.72, -21.64, -13.41], [-17.58, -23.53, -14.11], [-29.37, -24.55, -25.72], [-28.69, -25.78, -26.32], [-27.35, -25.93, -25.69], [-26.60, -27.32, -25.87], [-27.54, -28.45, -25.48], [-28.95, -28.33, -26.16], [-29.54, -26.95, -25.90], [-30.84, -26.87, -26.42], [-28.89, -28.81, -27.60], [-29.74, -29.44, -25.34], [-28.56, -25.70, -27.86], [-28.86, -23.65, -26.05], [-29.29, -24.59, -24.64], [-30.38, -24.45, -26.13], [-26.62, -25.15, -25.94], [-27.43, -25.83, -24.61], [-25.74, -27.36, -25.20], [-26.20, -27.36, -26.88], [-27.58, -28.62, -24.41], [-27.14, -29.45, -25.66], [-29.62, -28.34, -28.24], [-27.86, -28.62, -27.92], [-28.99, -29.85, -27.90], [-30.70, -29.54, -25.84], [-29.28, -30.41, -25.12], [-30.11, -29.02, -24.40], [-28.21, -24.73, -28.23], [-29.49, -25.79, -28.42], [-27.80, -26.40, -28.20], [-31.30, -26.69, -25.59], [-19.69, -25.53, -21.90], [-19.80, -26.86, -21.15], [-20.68, -27.87, -21.98], [-20.61, -29.37, -21.53], [-19.13, -29.77, -21.49], [-18.17, -28.78, -20.69], [-18.36, -27.38, -21.17], [-17.47, -26.49, -20.51], [-18.30, -29.03, -19.10], [-16.69, -29.32, -20.99], [-20.35, -26.70, -19.71], [-19.05, -25.68, -22.77], [-19.32, -24.76, -21.23], [-20.64, -25.17, -22.29], [-21.70, -27.48, -21.96], [-20.44, -27.81, -23.04], [-21.25, -30.07, -22.08], [-20.97, -29.47, -20.50], [-18.77, -29.74, -22.52], [-18.92, -30.73, -21.02], [-17.59, -28.45, -18.51], [-19.32, -28.88, -18.73], [-18.08, -30.08, -18.89], [-16.41, -29.47, -22.03], [-16.03, -28.57, -20.55], [-16.39, -30.24, -20.48], [-21.07, -25.90, -19.82], [-19.60, -26.60, -18.92], [-20.90, -27.61, -19.45], [-17.89, -26.37, -19.65], [-27.09, -21.00, -27.28], [-25.56, -21.32, -27.58], [-25.37, -21.57, -29.10], [-25.37, -20.47, -30.10], [-24.49, -19.32, -29.68], [-24.56, -19.00, -28.11], [-24.59, -20.21, -27.24], [-24.63, -19.85, -25.91], [-23.31, -18.10, -27.76], [-25.83, -18.13, -27.91], [-25.07, -22.62, -26.83], [-27.65, -20.54, -28.10], [-27.13, -20.33, -26.42], [-27.68, -21.89, -27.05], [-24.48, -22.17, -29.25], [-26.15, -22.25, -29.44], [-26.38, -20.07, -30.19], [-25.16, -20.77, -31.13], [-24.71, -18.41, -30.24], [-23.46, -19.62, -29.89], [-22.43, -18.53, -28.24], [-23.46, -17.11, -28.19], [-23.11, -17.82, -26.73], [-26.72, -18.63, -28.29], [-26.01, -17.66, -26.95], [-25.90, -17.28, -28.59], [-24.05, -22.88, -27.09], [-25.69, -23.46, -27.14], [-25.14, -22.48, -25.75], [-25.57, -19.63, -25.86], [-21.40, -21.34, -28.57], [-20.32, -22.22, -27.88], [-19.05, -21.34, -28.08], [-17.81, -22.00, -27.37], [-18.21, -22.01, -25.89], [-19.56, -22.79, -25.47], [-20.65, -22.37, -26.41], [-21.88, -22.98, -26.18], [-19.33, -24.29, -25.42], [-19.82, -22.29, -23.99], [-20.22, -23.65, -28.63], [-22.35, -21.86, -28.64], [-21.18, -21.13, -29.61], [-21.64, -20.36, -28.15], [-18.76, -21.35, -29.14], [-19.23, -20.32, -27.74], [-16.93, -21.41, -27.62], [-17.70, -23.01, -27.77], [-18.28, -20.96, -25.59], [-17.36, -22.27, -25.26], [-20.26, -24.84, -25.30], [-18.58, -24.69, -26.10], [-18.77, -24.47, -24.50], [-20.53, -22.85, -23.38], [-18.89, -22.32, -23.43], [-20.18, -21.26, -24.06], [-19.91, -24.56, -28.11], [-19.58, -23.60, -29.51], [-21.23, -23.90, -28.96], [-21.72, -23.83, -26.60]],
  "mulliken_charge": [4.12, -1.57, 2.02, -0.73, -1.72, -0.78, 1.64, 0.59, -0.37, -0.83, -0.61, -1.16, -0.46, 0.68, 0.30, 0.09, -0.21, 0.73, 0.57, 0.78, -1.12, -0.06, 0.16, -0.28, 0.70, -0.45, -0.45, -0.32, 0.37, 0.22, -1.62, 1.22, -1.32, -0.99, -1.26, 1.92, 0.08, 0.28, -1.58, -1.80, -1.24, 0.47, 0.16, 0.30, 0.45, 0.35, 0.50, 0.35, 0.40, 0.40, -0.85, 0.23, 0.79, 0.12, 0.54, 0.42, -0.23, 0.47, 0.47, -1.81, 1.27, -1.43, 1.95, -1.63, 2.04, 0.25, -0.48, -1.47, -1.65, -1.51, 0.41, 0.32, 0.49, 0.34, 0.43, -0.76, -0.56, 0.44, 0.25, 0.23, 0.46, 0.23, 0.45, 0.22, 0.34, 0.41, 0.36, 0.29, 0.38, -2.76, 2.62, -1.55, -1.06, -0.69, 1.63, 0.07, 2.06, -1.52, -1.32, -1.61, 0.70, 0.00, 0.58, 0.45, 0.41, 0.53, 0.40, -0.38, 0.55, 0.37, 0.39, 0.09, -0.49, 0.76, -0.08, 0.37, 0.17, 0.37, -0.92, -2.09, 2.35, -1.46, -1.00, -1.46, 2.11, 0.12, 1.67, -1.90, -2.20, -1.82, 0.40, 0.21, -0.05, 0.43, 0.52, 0.48, 0.36, 0.49, 0.44, 0.53, 0.15, 0.36, 0.73, 0.41, -0.10, 0.03, 0.43, 0.45, -0.73, -1.79, 1.49, -1.85, 0.00, -1.68, 2.11, 0.21, -0.48, -1.40, -1.29, -1.65, 0.38, 0.40, 0.37, 0.58, 0.51, 0.26, 0.06, 0.59, 0.24, -0.01, 0.48, 0.31, 0.40, 0.51, -0.22, 0.39, 0.30, 0.47, 0.39, -1.06, 1.82, -0.05, 1.61, -2.46, 1.89, 1.17, -0.60, -1.34, -2.03, -1.39, -0.67, -0.05, 0.78, 0.08, -0.45, -0.35, -0.94, 0.44, 0.62, 0.34, -0.01, 0.37, 0.44, 0.37, 0.35, 0.21, 0.40, 0.17, 0.36, -2.19, 3.32, -1.81, -1.08, -1.29, 1.45, 0.13, -0.45, -1.63, -1.79, -1.15, 0.84, 0.15, 0.06, 0.18, 0.66, 0.44, 0.32, 0.31, 0.53, 0.37, 0.32, 0.50, 0.37, 0.44, 0.39, -0.42, 0.39, 0.18, 0.31, -0.38, 2.01, -1.21, -1.23, -1.05, 1.28, 0.62, 1.44, -1.96, -1.80, -0.58, 0.51, -0.11, -0.48, 0.33, 0.41, 0.38, 0.44, 0.40, 0.30, -0.01, 0.75, 0.00, 0.42, 0.19, 0.51, -1.18, 0.25, -0.28, -1.10, -1.15, 1.85, -1.01, -0.82, -1.54, 2.06, 0.69, 3.20, -2.05, -1.37, -2.04, -0.28, 1.00, -1.18, 0.62, -0.42, 0.57, 0.29, 0.28, 0.46, 0.36, 0.22, 0.65, -0.69, 0.86, -0.52, 0.20, 0.37, 0.53, -1.12]
}